Molecular formula: C21H27ClN2O5
Method: DFT, the ωB97M-V functional and the def2-TZVPD basis

M: 422.9 g mol⁻¹
SMILES: COc1c(C)cc(C(=O)NCCCOCCNC(=O)C#C[C@H]2CCOC2)cc1Cl
ΔE to the lowest compared entry with this formula, charge and spin: 47.2 kcal/mol
frontier orbital gap: 9.8 eV
total energy: -47953.8046 eV
charge: 0

Geometry (Å):
H -6.05 5.81 -2.34
N -0.39 1.94 -0.61
H 0.50 7.09 -6.44
H 5.08 1.94 -0.23
H -6.70 4.50 -1.33
O -5.96 3.92 -3.19
H 1.07 -0.48 -0.65
H 4.87 3.47 -2.25
H 0.95 3.90 -6.45
H -0.05 3.40 -5.06
C -3.61 4.22 -3.44
H -3.04 1.50 -0.73
H 2.56 5.96 -6.03
H -4.40 6.10 -4.16
H 0.10 7.16 -4.72
C 3.69 2.97 -4.45
H -2.90 5.57 -4.94
H 1.60 2.52 -0.52
H 1.32 0.53 -2.07
C 4.72 1.95 -4.45
O 4.69 0.99 -5.20
C 1.55 0.43 -1.01
C 2.79 3.76 -4.48
C -2.10 2.91 -2.08
O 0.23 2.91 -2.54
H -4.45 4.79 -5.33
C 0.54 4.21 -5.48
C -3.17 2.29 -1.46
H 5.58 0.65 -1.34
C 1.66 4.68 -4.55
O 3.65 1.35 -1.60
H 6.51 2.99 -1.83
C 0.99 1.65 -0.27
H 3.32 0.42 0.22
H 3.41 -0.66 -1.18
C -0.66 2.59 -1.77
H 2.44 6.73 -4.45
N 5.76 2.14 -3.56
H 1.24 4.77 -3.55
H -1.48 4.33 -3.55
C 1.94 6.06 -5.14
C 3.05 0.32 -0.84
C 0.53 6.53 -5.50
C -2.33 3.87 -3.06
O -0.29 5.36 -5.62
C 5.00 1.58 -1.26
C 5.55 2.62 -2.21
C -6.60 4.87 -2.35
H 1.04 1.49 0.81
H 6.40 1.36 -3.64
C -4.46 2.64 -1.83
C -3.85 5.23 -4.53
H -7.59 5.04 -2.78
H -1.12 1.76 0.05
C -4.69 3.61 -2.80
Cl -5.80 1.83 -1.09

Table of Löwdin atomic charges, one value per atom, all in e: number 1, H, carries 0.090; number 2, N, carries 0.077; number 3, H, carries 0.116; number 4, H, carries 0.127; number 5, H, carries 0.071; number 6, O, carries -0.121; number 7, H, carries 0.118; number 8, H, carries 0.121; number 9, H, carries 0.135; number 10, H, carries 0.116; number 11, C, carries -0.166; number 12, H, carries 0.106; number 13, H, carries 0.121; number 14, H, carries 0.081; number 15, H, carries 0.118; number 16, C, carries 0.100; number 17, H, carries 0.071; number 18, H, carries 0.122; number 19, H, carries 0.121; number 20, C, carries -0.507; number 21, O, carries 0.078; number 22, C, carries -0.150; number 23, C, carries 0.057; number 24, C, carries -0.113; number 25, O, carries 0.064; number 26, H, carries 0.094; number 27, C, carries -0.161; number 28, C, carries -0.052; number 29, H, carries 0.130; number 30, C, carries -0.302; number 31, O, carries -0.142; number 32, H, carries 0.120; number 33, C, carries -0.174; number 34, H, carries 0.125; number 35, H, carries 0.128; number 36, C, carries -0.419; number 37, H, carries 0.119; number 38, N, carries 0.060; number 39, H, carries 0.137; number 40, H, carries 0.108; number 41, C, carries -0.113; number 42, C, carries -0.224; number 43, C, carries -0.178; number 44, C, carries 0.042; number 45, O, carries -0.149; number 46, C, carries -0.214; number 47, C, carries -0.165; number 48, C, carries -0.068; number 49, H, carries 0.125; number 50, H, carries 0.139; number 51, C, carries -0.560; number 52, C, carries -0.009; number 53, H, carries 0.095; number 54, H, carries 0.125; number 55, C, carries -0.289; number 56, Cl, carries 0.721